The following is a DFT calculation (ωB97M-V/def2-TZVPD) of C9H7N3OS in the gas phase at a distorted geometry.

Structure (XYZ):
```
21
Properties=species:S:1:pos:R:3:forces:R:3
O 3.094 1.221 -1.739 -0.831 0.376 0.708
N 1.245 3.216 1.684 0.307 -0.466 -0.279
N 0.337 2.311 1.695 -0.187 0.955 0.894
S 2.425 2.926 0.509 -1.343 -0.693 0.097
C 2.071 0.809 -1.176 2.431 -0.792 -1.929
C 1.561 1.520 -0.016 1.253 0.807 -0.021
C 0.490 1.333 0.776 0.032 0.560 -0.279
C -2.076 -2.017 0.158 1.045 0.402 0.457
C -2.502 -0.729 -0.164 -1.085 0.094 -0.681
C -0.816 -2.156 0.771 -0.099 -0.102 0.311
C -1.728 0.418 0.060 0.777 -0.943 0.045
C 0.001 -1.053 1.037 -1.570 0.242 -1.292
C -0.448 0.237 0.637 -0.770 -1.276 0.297
N 1.557 -0.370 -1.646 -2.085 0.397 1.060
H -2.660 -2.904 -0.088 0.029 0.373 0.135
H -3.488 -0.628 -0.669 0.826 0.041 0.445
H -0.439 -3.135 1.087 -0.273 0.248 -0.323
H -2.058 1.389 -0.335 0.210 -0.419 0.484
H 1.002 -1.249 1.375 0.185 0.365 0.354
H 0.579 -0.593 -1.360 1.280 0.008 -0.635
H 1.854 -0.547 -2.596 -0.131 -0.175 0.152
```
Positions in Å, forces in eV/Å.

Computed properties:
Charge: 0
ΔE to the lowest compared entry with this formula, charge and spin in kJ/mol: 111.0
LUMO level in eV: -0.48
HOMO-LUMO gap in eV: 9.30
Total energy in eV: -26798.925
HOMO level in eV: -9.77
SMILES: NC(=O)c1snnc1-c1ccccc1